Entry 1:
{"formula": "C3H8NO2", "method": "ωB97M-V/def2-TZVPD", "species": ["O", "C", "O", "C", "C", "N", "H", "H", "H", "H", "H", "H", "H", "H"], "coordinates": [[1.32, 1.11, -1.09], [0.50, 0.23, -1.16], [0.28, -0.47, -2.27], [-0.42, -0.18, -0.03], [0.48, -1.06, 0.91], [-0.85, 1.02, 0.77], [0.70, -0.07, -3.05], [-1.32, -0.70, -0.34], [0.98, -1.82, 0.27], [1.27, -0.41, 1.32], [-0.13, -1.61, 1.63], [-0.38, 1.87, 0.40], [-0.54, 0.93, 1.76], [-1.89, 1.17, 0.89]], "mulliken_charge": [-0.425, 0.018, -0.351, -0.251, -1.649, -1.548, 0.333, 0.254, 0.381, 0.464, 0.565, 0.416, 0.740, 1.051], "relative_energy_kcal_mol": 20.2, "total_energy_ev": -8822.8113, "s2": 0.751, "multiplicity": 2, "total_charge": 0, "homo_ev": [-3.641, -11.463]}

Entry 2:
{"formula": "C3H8NO2", "method": "ωB97M-V/def2-TZVPD", "species": ["N", "C", "C", "C", "O", "O", "H", "H", "H", "H", "H", "H", "H", "H"], "coordinates": [[-2.58, 0.58, -0.36], [-1.09, 0.31, -0.82], [-0.34, -0.49, 0.25], [1.22, -0.32, 0.26], [1.76, 0.11, -0.77], [1.82, -0.26, 1.40], [-3.01, -0.18, 0.21], [-2.59, 1.56, 0.24], [-3.18, 0.85, -1.18], [-1.15, -0.23, -1.80], [-0.69, 1.36, -0.92], [-0.75, -0.43, 1.27], [-0.23, -1.61, 0.00], [2.33, -1.12, 1.48]], "mulliken_charge": [-0.455, -0.257, -0.528, 0.309, -0.492, -0.406, 0.352, 0.430, 0.385, 0.284, 0.311, 0.435, 0.238, 0.395], "smiles": "[NH3+]CCC(=O)O", "relative_energy_kcal_mol": 51.5, "total_energy_ev": -8817.7210, "total_charge": 1, "homo_ev": -14.188}

Entry 3:
{"formula": "C3H8NO2", "method": "ωB97M-V/def2-TZVPD", "species": ["N", "C", "C", "O", "C", "O", "H", "H", "H", "H", "H", "H", "H", "H"], "coordinates": [[-0.02, 1.40, -0.23], [0.38, 0.05, -0.02], [-0.85, -0.91, 0.12], [-1.91, -0.30, -0.65], [1.77, -0.41, 0.38], [1.48, -0.52, -1.03], [0.56, 2.06, -0.71], [-0.59, 1.83, 0.60], [-0.95, 1.34, -0.75], [-1.10, -1.17, 1.16], [-0.65, -1.86, -0.53], [-2.70, -0.50, -0.11], [2.54, 0.39, 0.79], [2.05, -1.39, 0.98]], "mulliken_charge": [-0.259, 0.508, -0.482, -0.549, -0.557, -0.375, 0.355, 0.411, 0.413, 0.379, 0.289, 0.345, 0.249, 0.272], "smiles": "[NH3+][C@]1(CO)CO1", "relative_energy_kcal_mol": 92.4, "total_energy_ev": -8815.9476, "total_charge": 1, "homo_ev": -15.176}

Entry 4:
{"formula": "C3H8NO2", "method": "ωB97M-V/def2-TZVPD", "species": ["O", "C", "O", "H", "H", "C", "C", "N", "H", "H", "H", "H", "H", "H"], "coordinates": [[-1.12, -0.17, -0.19], [-2.27, -0.39, -0.80], [-2.33, -0.36, -2.14], [-3.26, -0.63, -0.35], [-3.07, 0.10, -2.47], [1.79, 1.27, 0.26], [2.39, -0.52, 2.01], [1.57, 0.04, 1.04], [0.87, 1.82, 0.35], [1.88, 0.87, -0.86], [2.47, 1.91, 0.55], [3.39, -0.17, 2.00], [2.17, -1.51, 2.43], [0.68, -0.52, 0.83]], "mulliken_charge": [-0.584, 0.244, -0.380, 0.313, 0.359, -0.743, -0.124, 0.039, 0.287, 0.284, 0.416, 0.292, 0.279, 0.318], "relative_energy_kcal_mol": 71.7, "total_energy_ev": -8816.8415, "total_charge": 1, "homo_ev": -14.671}

Entry 5:
{"formula": "C3H8NO2", "method": "ωB97M-V/def2-TZVPD", "species": ["O", "C", "O", "H", "H", "C", "C", "N", "H", "H", "H", "H", "H", "H"], "coordinates": [[0.92, -0.35, 1.43], [1.00, -1.26, 2.22], [1.56, -1.24, 3.39], [0.78, -2.32, 1.91], [2.34, -0.66, 3.47], [-1.24, -0.26, -1.71], [0.24, 1.61, -0.97], [-0.91, 1.10, -1.23], [-1.40, -0.39, -2.85], [-2.28, -0.56, -1.40], [-0.57, -1.09, -1.38], [1.04, 0.98, -0.69], [0.20, 2.63, -0.76], [-1.70, 1.80, -1.42]], "mulliken_charge": [-0.496, 0.288, -0.405, 0.269, 0.345, -0.739, -0.144, -0.028, 0.334, 0.321, 0.296, 0.309, 0.311, 0.340], "relative_energy_kcal_mol": 51.4, "total_energy_ev": -8817.7246, "total_charge": 1, "homo_ev": -14.371}

Entry 6:
{"formula": "C3H8NO2PS2", "method": "ωB97M-V/def2-TZVPD", "species": ["O", "P", "O", "S", "N", "C", "C", "S", "C", "H", "H", "H", "H", "H", "H", "H", "H"], "coordinates": [[-2.75, -0.83, -0.41], [-1.68, 0.33, -0.38], [-1.33, 0.51, -1.88], [-2.24, 2.00, 0.45], [-0.05, -0.93, 0.42], [0.66, 0.01, 1.32], [1.53, 1.02, 0.55], [1.65, 0.38, -1.16], [0.85, -1.25, -0.56], [-3.13, -1.02, 0.38], [-0.39, 0.43, -2.14], [1.34, -0.76, 1.88], [-0.07, 0.69, 1.94], [1.11, 2.06, 0.31], [2.52, 1.16, 0.77], [1.75, -1.99, -0.24], [0.24, -1.82, -1.26]], "mulliken_charge": [-0.447, 0.762, -0.437, -0.315, -0.339, -0.625, -0.354, -0.218, -0.648, 0.329, 0.305, 0.341, 0.270, 0.250, 0.451, 0.282, 0.390], "smiles": "OP(O)(=S)N1CCSC1", "relative_energy_kcal_mol": 36.7, "total_energy_ev": -39784.8686, "total_charge": 0, "homo_ev": -9.078}

Entry 7:
{"formula": "C3H8NO2S", "method": "ωB97M-V/def2-TZVPD", "species": ["O", "C", "N", "C", "C", "S", "H", "H", "H", "H", "H", "H", "H", "H", "O"], "coordinates": [[2.20, -1.27, -0.79], [1.86, -0.24, -0.22], [0.63, 0.30, -0.23], [0.11, 1.16, 0.86], [-1.37, 0.85, 1.13], [-2.58, 1.68, 0.09], [2.51, 0.18, 0.60], [0.03, -0.07, -0.95], [0.38, 2.20, 0.71], [0.82, 0.95, 1.61], [-1.61, 0.97, 2.17], [-1.58, -0.13, 0.74], [-1.19, -2.02, -1.69], [0.22, -1.90, -2.01], [-0.44, -2.65, -2.02]], "mulliken_charge": [-0.539, 0.109, -0.119, -0.335, -0.816, -0.054, 0.276, 0.091, 0.344, 0.409, 0.345, 0.276, 0.315, 0.324, -0.627], "relative_energy_kcal_mol": 18.9, "total_energy_ev": -19658.9762, "s2": 0.753, "multiplicity": 2, "total_charge": 0, "homo_ev": [-9.993, -9.654]}

Entry 8:
{"formula": "C3H8NO2S", "method": "ωB97M-V/def2-TZVPD", "species": ["N", "C", "C", "S", "C", "O", "O", "H", "H", "H", "H", "H", "H", "H", "H"], "coordinates": [[-0.52, -0.51, -1.47], [0.30, -0.13, -0.28], [-0.62, -0.19, 1.03], [-0.95, -2.07, 1.21], [0.75, 1.28, -0.42], [-0.03, 2.10, -0.79], [1.89, 1.60, 0.27], [-1.36, 0.20, -1.31], [-0.01, -0.49, -2.35], [-0.89, -1.48, -1.38], [1.24, -0.84, -0.18], [0.04, 0.11, 1.81], [-1.37, 0.56, 0.93], [-0.24, -2.59, 2.19], [1.77, 2.45, 0.74]], "mulliken_charge": [-0.233, -0.232, -0.824, -0.206, 0.405, -0.462, -0.445, 0.462, 0.347, 0.347, 0.330, 0.415, 0.510, 0.202, 0.384], "smiles": "[NH3+][C@H](CS)C(=O)O", "relative_energy_kcal_mol": 34.1, "total_energy_ev": -19653.3393, "total_charge": 1, "homo_ev": -13.852}

Entry 9:
{"formula": "C3H8NO2S2Si", "method": "ωB97M-V/def2-TZVPD", "species": ["C", "C", "C", "N", "O", "O", "Si", "S", "S", "H", "H", "H", "H", "H", "H", "H", "H"], "coordinates": [[-0.19, -0.26, -0.04], [2.22, 0.55, 0.37], [0.97, -0.19, 0.68], [0.09, 2.79, 0.87], [-1.02, -1.26, 0.36], [-0.37, 0.49, -1.04], [-2.60, -0.92, 0.31], [3.52, -0.76, -0.01], [-0.78, 2.59, -0.33], [2.04, 1.12, -0.57], [2.74, 1.29, 1.05], [0.94, -0.93, 1.46], [-3.12, -2.27, 0.43], [-3.45, -0.15, -0.73], [-3.03, -0.16, 1.46], [2.57, -1.50, -0.64], [-0.08, 2.81, -1.48]], "mulliken_charge": [0.564, -0.386, -0.616, -0.413, -0.227, -0.747, 0.479, -0.339, 0.137, 0.226, 0.364, 0.272, -0.221, -0.128, -0.169, 0.126, 0.079], "relative_energy_kcal_mol": 0.0, "total_energy_ev": -38372.1601, "total_charge": -1, "homo_ev": -3.489}

Entry 10:
{"formula": "C3H8NO3", "method": "ωB97M-V/def2-TZVPD", "species": ["O", "C", "O", "C", "H", "H", "H", "N", "C", "O", "H", "H", "H", "H", "H"], "coordinates": [[-1.05, -0.07, 1.26], [-0.87, -1.08, 0.56], [-0.12, -1.18, -0.46], [-1.66, -2.34, 0.93], [-1.04, -3.22, 0.84], [-2.03, -2.24, 1.95], [-2.53, -2.43, 0.28], [0.40, 2.33, -0.56], [1.55, 1.59, -1.07], [1.93, 0.49, -0.31], [-0.15, 1.70, 0.03], [0.73, 3.04, 0.09], [1.31, 1.28, -2.09], [2.37, 2.31, -1.10], [1.17, -0.18, -0.36]], "mulliken_charge": [-0.717, 0.771, -0.833, -1.015, 0.272, 0.303, 0.214, -0.671, -0.263, -0.592, 0.340, 0.221, 0.224, 0.310, 0.436], "relative_energy_kcal_mol": 10.0, "total_energy_ev": -10875.3526, "total_charge": -1, "homo_ev": -4.778}